Version one
DFT (ωB97M-V/def2-TZVPD) results for a cluster of 2 separate species, C4H6NO in total.

Its total charge is +1. The HOMO-LUMO gap is 6.856 eV. The HOMO energy comes out at -13.50 eV.

Each line ends with the natural charge from an NBO analysis.
Cartesian coordinates (Å):
H  0.742  -1.722  -0.546  0.23
H  0.686  0.679  -1.712  0.19
N  -0.938  0.618  -0.255  -0.41
C  1.269  -0.807  -0.244  -0.65
C  -3.830  0.143  -0.242  0.74
H  -4.665  0.833  -0.609  0.34
H  2.195  -0.722  -0.709  0.24
C  0.473  0.408  -0.610  -0.09
O  -2.924  -0.502  -0.002  -0.14
H  1.270  -1.057  0.816  0.22
C  -0.152  1.493  0.198  0.12
H  -0.132  2.102  1.060  0.22

Version two
DFT (ωB97M-V/def2-TZVPD) results for the ion C4H6NO with charge +1.

Its total charge is +1. The HOMO-LUMO gap is 10.561 eV. The SMILES is C=C[N+](C)=C=O. The HOMO energy comes out at -15.33 eV.

Each line ends with the natural charge from an NBO analysis.
Cartesian coordinates (Å):
H  -0.005  1.982  -1.234  0.27
H  -0.101  -2.303  -1.126  0.24
C  -0.724  -1.849  -0.405  -0.29
H  -1.511  -2.603  -0.381  0.25
N  0.349  0.254  0.273  -0.44
H  0.832  2.395  0.309  0.25
C  -0.646  -0.765  0.471  -0.08
C  1.542  0.022  0.317  1.01
O  2.641  -0.213  0.441  -0.27
C  0.017  1.678  -0.111  -0.44
H  -0.988  1.910  0.304  0.26
H  -1.404  -0.509  1.140  0.24

Of them, version one has the lowest stability.

Version one
DFT (ωB97M-V/def2-TZVPD) results for a cluster of 2 separate species, C2H4O2 in total.

Its total charge is 0. The HOMO-LUMO gap is 10.776 eV. The SMILES is C=O.C=O. The HOMO energy comes out at -10.11 eV.

Each line ends with the natural charge from an NBO analysis.
Cartesian coordinates (Å):
C  -0.856  -3.153  0.171  0.26
H  -1.956  -3.270  0.025  0.12
O  -0.274  -2.071  0.174  -0.49
C  0.783  3.145  -0.157  0.26
O  1.599  2.909  -1.051  -0.49
H  -0.109  2.541  0.134  0.13
H  -0.248  -4.088  0.186  0.11
H  1.061  3.989  0.517  0.11

Version two
DFT (ωB97M-V/def2-TZVPD) results for a cluster of 2 separate species, C2H4O2 in total.

Its total charge is 0. The HOMO-LUMO gap (alpha / beta) is 9.038 / 8.561 eV. The HOMO energy (alpha / beta) comes out at -10.31 / -9.80 eV.

Each line ends with the natural charge from an NBO analysis.
Cartesian coordinates (Å):
C  -0.102  -0.907  -0.162  -0.27
H  1.962  -0.257  -0.260  0.13
C  0.924  0.109  -0.158  0.32
H  -1.218  1.733  0.362  0.45
O  -1.602  0.833  0.266  -0.54
H  0.114  -1.857  -0.694  0.19
O  0.732  1.295  -0.011  -0.52
H  -0.794  -0.943  0.658  0.24

Version three
DFT (ωB97M-V/def2-TZVPD) results for an isolated molecule of C2H4O2.

Its total charge is 0. The HOMO-LUMO gap is 11.379 eV. The SMILES is CC(=O)O. The HOMO energy comes out at -10.63 eV.

Each line ends with the natural charge from an NBO analysis.
Cartesian coordinates (Å):
O  -0.698  1.190  -0.004  -0.58
H  -1.682  -0.964  0.112  0.50
C  -0.096  0.141  -0.018  0.79
C  1.378  -0.069  -0.004  -0.73
H  1.937  0.870  -0.034  0.24
H  1.621  -0.513  0.983  0.24
O  -0.709  -1.074  -0.009  -0.70
H  1.691  -0.753  -0.824  0.24

Version four
DFT (ωB97M-V/def2-TZVPD) results for a cluster of 2 separate species, C2H4O2 in total.

Its total charge is 0. The HOMO-LUMO gap is 11.539 eV. The HOMO energy comes out at -10.52 eV.

Each line ends with the natural charge from an NBO analysis.
Cartesian coordinates (Å):
C  1.197  1.586  0.146  0.48
H  0.837  -0.808  -0.277  0.15
H  -0.675  0.735  0.792  0.46
H  -0.414  -1.621  0.873  0.17
C  -0.356  -0.975  -0.019  -0.25
H  -0.794  -1.504  -0.872  0.19
O  1.229  2.278  -0.756  -0.49
O  -1.136  0.183  0.143  -0.71

Of them, version two has the lowest stability.

Version one
DFT (ωB97M-V/def2-TZVPD) results for a cluster of 2 separate species, C2H4O2 in total.

Its total charge is 0. The HOMO-LUMO gap is 9.935 eV. The SMILES is C=C=O.O. The HOMO energy comes out at -9.39 eV.

Each line ends with the natural charge from an NBO analysis.
Cartesian coordinates (Å):
C  -0.553  0.568  0.330  0.79
H  -1.185  -1.606  -0.695  0.48
C  0.797  0.681  0.323  -0.88
O  -0.335  -1.246  -0.995  -0.97
H  1.261  1.250  1.122  0.26
O  -1.640  0.586  0.758  -0.46
H  0.445  -1.174  -0.196  0.52
H  1.210  0.941  -0.648  0.26

Version two
DFT (ωB97M-V/def2-TZVPD) results for an isolated molecule of C2H4O2.

Its total charge is 0. The HOMO-LUMO gap (alpha / beta) is 8.890 / 8.895 eV. The HOMO energy (alpha / beta) comes out at -9.09 / -9.09 eV.

Each line ends with the natural charge from an NBO analysis.
Cartesian coordinates (Å):
C  0.122  -0.120  0.304  -0.72
O  -2.153  -1.360  -2.183  -0.46
O  -1.624  -0.855  -1.065  -0.08
C  -0.357  -0.745  -0.974  0.32
H  0.340  -0.925  1.054  0.25
H  1.013  0.608  0.219  0.25
H  -0.790  0.532  0.749  0.25
H  0.291  -1.129  -1.720  0.19

Of them, version two has the lowest stability.

Version one
DFT (ωB97M-V/def2-TZVPD) results for a cluster of 2 separate species, C2H4O2 in total.

Its total charge is 0. The HOMO-LUMO gap is 10.520 eV. The SMILES is C=O.C=O. The HOMO energy comes out at -9.92 eV.

Each line ends with the natural charge from an NBO analysis.
Cartesian coordinates (Å):
C  -0.161  1.279  -1.010  0.30
H  -1.048  1.292  -0.364  0.12
O  -0.830  -0.746  0.717  -0.52
C  0.208  -1.283  1.014  0.29
O  0.959  1.511  -0.661  -0.52
H  0.397  -1.501  2.078  0.12
H  0.968  -1.545  0.259  0.12
H  -0.494  0.994  -2.032  0.09

Version two
DFT (ωB97M-V/def2-TZVPD) results for an isolated molecule of C2H4O2.

Its total charge is 0. The HOMO-LUMO gap is 11.600 eV. The SMILES is COC=O. The HOMO energy comes out at -10.71 eV.

Each line ends with the natural charge from an NBO analysis.
Cartesian coordinates (Å):
C  -0.512  -0.865  -0.156  -0.28
O  0.539  -0.006  -0.556  -0.48
H  -0.259  -1.290  0.821  0.19
H  -1.524  -0.375  -0.136  0.20
H  -0.511  -1.697  -0.801  0.20
H  1.662  1.528  -0.234  0.09
O  -0.043  1.619  0.942  -0.58
C  0.648  1.087  0.120  0.66

Of them, version one has the lowest stability.

Version one
DFT (ωB97M-V/def2-TZVPD) results for a structure of composition C2H4BrFO.

Its total charge is 0. The HOMO-LUMO gap is 10.399 eV. The HOMO energy comes out at -9.73 eV.

Each line ends with the natural charge from an NBO analysis.
Cartesian coordinates (Å):
C  -1.028  -0.960  -0.133  0.34
H  1.449  1.140  1.229  0.21
C  0.824  0.766  0.299  -0.06
F  -1.772  0.123  -0.175  -0.31
O  0.469  -0.436  0.702  -0.55
H  -1.548  -1.725  0.430  0.17
Br  2.218  0.970  -1.254  -0.19
H  -0.604  -1.402  -1.085  0.18
H  -0.007  1.523  -0.013  0.20

Version two
DFT (ωB97M-V/def2-TZVPD) results for an isolated molecule of C2H4BrFO.

Its total charge is 0. The HOMO-LUMO gap is 11.577 eV. The SMILES is C[C@H](Br)OF. The HOMO energy comes out at -10.88 eV.

Each line ends with the natural charge from an NBO analysis.
Cartesian coordinates (Å):
H  -0.382  -1.030  -0.306  0.23
C  -0.120  -0.117  0.368  -0.68
Br  2.776  -0.265  0.033  0.06
H  0.105  -0.380  1.346  0.23
C  1.040  0.465  -0.384  0.02
O  1.302  2.052  0.058  -0.18
H  -1.022  0.435  0.580  0.26
H  1.044  0.350  -1.514  0.22
F  0.161  2.796  -0.240  -0.16

Of them, version two has the lowest stability.

Version one
DFT (ωB97M-V/def2-TZVPD) results for a cluster of 2 separate species, C5H12NP in total.

Its total charge is 0. The HOMO-LUMO gap (alpha / beta) is 9.026 / 7.854 eV. The HOMO energy (alpha / beta) comes out at -9.57 / -8.09 eV.

Each line ends with the natural charge from an NBO analysis.
Cartesian coordinates (Å):
H  0.228  1.762  -1.145  -0.05
C  -3.027  -0.873  -0.153  -0.62
C  -0.983  0.564  0.717  -0.67
H  4.618  -0.071  -0.909  0.22
H  -2.880  -1.828  0.395  0.21
H  3.426  -1.939  0.368  0.21
C  3.882  0.190  -0.208  -0.33
H  -3.534  -0.951  -1.143  0.22
H  -3.949  -0.303  0.394  0.20
C  -1.745  -0.094  -0.450  -0.43
H  -1.574  1.289  1.283  0.22
N  2.701  -0.202  -0.778  -0.20
P  0.444  1.847  0.319  0.29
H  2.470  -0.731  1.228  0.21
H  -2.019  0.669  -1.272  0.21
H  -0.444  -0.083  1.328  0.21
C  3.146  -0.949  0.368  -0.34
H  -1.007  -0.712  -1.141  0.22
H  3.933  1.218  0.322  0.22

Version two
DFT (ωB97M-V/def2-TZVPD) results for a cluster of 2 separate species, C5H12NP in total.

Its total charge is 0. The HOMO-LUMO gap is 9.053 eV. The SMILES is C[PH]#CN.C=CC. The HOMO energy comes out at -7.96 eV.

Each line ends with the natural charge from an NBO analysis.
Cartesian coordinates (Å):
H  1.290  2.702  0.530  0.35
H  -3.353  0.834  0.710  0.19
C  -1.695  -1.080  -0.368  -0.66
H  -0.269  2.010  0.312  0.40
H  -1.853  -1.795  -1.174  0.21
H  2.642  -1.392  0.966  0.22
H  2.495  -1.747  -0.767  0.24
C  -2.850  1.120  -0.200  -0.45
H  4.100  -1.521  -0.047  0.22
H  -2.298  -1.366  0.490  0.20
H  -0.642  -1.112  -0.093  0.25
C  1.191  0.762  -0.214  -0.20
H  -3.063  2.111  -0.568  0.19
H  -1.544  0.610  -1.742  0.20
N  0.737  1.890  0.250  -0.74
P  2.966  0.604  -0.445  0.48
C  3.062  -1.196  -0.019  -0.89
C  -2.032  0.294  -0.828  -0.15
H  3.420  1.097  0.787  -0.07

Version three
DFT (ωB97M-V/def2-TZVPD) results for a cluster of 2 separate species, C5H12NP in total.

Its total charge is 0. The HOMO-LUMO gap is 9.384 eV. The SMILES is CCN=[PH3].C=C=C. The HOMO energy comes out at -8.50 eV.

Each line ends with the natural charge from an NBO analysis.
Cartesian coordinates (Å):
P  -1.036  0.512  0.812  1.10
H  0.823  1.566  -1.820  0.20
C  0.436  -2.365  0.512  -0.52
H  -1.221  1.558  2.021  -0.08
C  -0.423  -2.464  -0.393  0.13
H  2.617  1.234  -0.175  0.21
H  -2.344  0.060  0.658  -0.03
N  -0.458  0.886  -0.575  -1.06
H  -0.609  -0.457  1.647  -0.09
H  1.148  1.444  1.017  0.19
H  2.084  2.829  0.407  0.21
H  -1.581  -1.272  -1.303  0.23
H  -1.919  -3.083  -1.670  0.22
H  -0.019  2.925  -0.897  0.16
C  1.669  1.835  0.152  -0.61
H  1.413  -2.341  0.172  0.22
C  0.560  1.868  -0.864  -0.21
C  -1.387  -2.238  -1.212  -0.51
H  0.247  -2.496  1.511  0.21

Of them, version one has the lowest stability.